Record 1
14
Properties=species:S:1:pos:R:3 method="wB97M-V/def2-TZVPD" e_tot_ev=-45256.10997 e_lumo_ev=-8.4 total_charge=+2 e_homo_ev=-15.74
C -1.639 -0.928 -0.909
C -0.313 -0.285 -0.704
I 1.382 -1.392 -1.328
C -0.031 0.899 -0.093
I -1.532 2.193 0.532
O 1.195 1.315 0.049
S 2.017 1.630 1.690
O 3.220 0.891 1.498
O 0.982 0.860 2.562
I 1.176 -1.072 3.109
H -1.742 -1.862 -0.349
H -1.833 -1.207 -1.960
H -2.460 -0.260 -0.639
Sr -0.422 -0.783 -3.458


Record 2
10
Properties=species:S:1:pos:R:3 method="wB97M-V/def2-TZVPD" e_tot_ev=-16285.51181 e_lumo_ev=-0.3 relative_energy_kj_mol=143.2 total_charge=0 e_homo_ev=-9.78
C 1.031 0.887 0.814
C -0.880 -0.828 0.115
C 0.369 0.301 -0.341
N 1.737 1.268 1.626
N -1.354 -0.789 1.215
O 1.085 -0.362 -1.274
I -0.806 2.093 -1.050
H -0.883 -1.375 -0.860
H -2.071 -1.435 1.497
H 1.771 0.240 -1.743


Record 3
10
Properties=species:S:1:pos:R:3 method="wB97M-V/def2-TZVPD" e_tot_ev=-25070.40850 multiplicity=3 e_lumo_ev="0.6 / -2.8" relative_energy_kj_mol=52.4 total_charge=0 e_homo_ev="-6.20 / -8.80"
C -0.963 0.176 -0.190
C 1.713 -1.331 0.423
C -0.986 1.647 -0.244
N -0.973 -0.978 -0.278
N 1.001 -2.267 0.546
S 0.317 -3.556 0.920
I 2.590 0.307 -0.496
H -1.529 2.068 -1.081
H -1.329 2.026 0.735
H 0.159 1.908 -0.335


Record 4
8
Properties=species:S:1:pos:R:3 method="wB97M-V/def2-TZVPD" smiles="C=C(I)C=O" e_tot_ev=-13305.06064 e_lumo_ev=0.2 relative_energy_kj_mol=105.1 total_charge=0 e_homo_ev=-9.29
C -1.275 -0.068 -0.338
C 1.520 0.086 -0.288
C -0.202 -0.009 0.422
O 2.450 -0.484 0.134
I -0.257 -0.091 2.561
H -2.364 -0.048 0.009
H -1.197 -0.013 -1.360
H 1.326 0.627 -1.139


Record 5
9
Properties=species:S:1:pos:R:3 method="wB97M-V/def2-TZVPD" smiles="IC1=CCOO1" e_tot_ev=-15350.12925 e_lumo_ev=0.0 relative_energy_kj_mol=425.2 total_charge=0 e_homo_ev=-8.96
C 0.369 0.555 0.478
C -0.764 0.034 0.915
C 0.774 -0.204 -0.784
O -1.056 -1.234 0.005
O 0.149 -1.384 -0.799
I -2.541 0.637 1.822
H 0.868 1.471 0.985
H 0.387 0.557 -1.540
H 1.813 -0.432 -1.082


Record 6
9
Properties=species:S:1:pos:R:3 method="wB97M-V/def2-TZVPD" smiles="O=C=C1CO1.I" e_tot_ev=-15351.36384 e_lumo_ev=0.1 relative_energy_kj_mol=306.1 total_charge=0 e_homo_ev=-8.90
C -0.443 -1.541 -0.184
C -0.854 0.984 0.486
C -0.744 -0.295 -0.213
O -0.170 -2.623 -0.492
O -1.971 0.383 -0.161
I 2.903 0.873 -0.404
H -0.830 1.088 1.567
H -0.356 1.823 0.046
H 2.466 -0.692 -0.646


Record 7
9
Properties=species:S:1:pos:R:3 method="wB97M-V/def2-TZVPD" smiles=C#C[C@@H](I)OO e_tot_ev=-15349.35767 e_lumo_ev=0.0 relative_energy_kj_mol=499.7 total_charge=0 e_homo_ev=-9.76
C 0.549 -0.957 2.003
C -0.063 -0.524 0.999
C -0.810 0.333 -0.109
O 0.067 1.569 -1.815
O -0.065 1.395 -0.448
I -2.750 0.910 0.677
H 1.006 -1.542 2.694
H -0.953 -0.290 -0.992
H -0.830 1.888 -2.146


Record 8
8
Properties=species:S:1:pos:R:3 method="wB97M-V/def2-TZVPD" e_tot_ev=-22090.77043 e_lumo_ev=-0.4 relative_energy_kj_mol=210.4 total_charge=0 e_homo_ev=-9.48
C 0.595 0.310 0.105
C 1.265 1.369 1.368
C -0.517 -0.797 -0.339
S 0.314 2.067 0.197
I -2.377 -0.641 0.701
H 1.405 0.205 -0.510
H -0.013 -1.742 -0.074
H -0.673 -0.771 -1.446


Record 9
9
Properties=species:S:1:pos:R:3 method="wB97M-V/def2-TZVPD" e_tot_ev=-12399.96109 e_lumo_ev="-12.5 / -13.0" relative_energy_kj_mol=552.8 total_charge=+2 e_homo_ev="-19.97 / -20.03"
C -2.277 -1.196 -0.080
C -1.047 -0.467 -0.070
H -2.245 -2.294 0.032
H -3.216 -0.721 0.254
H -2.106 -0.940 -1.202
O 1.138 -1.177 -0.037
C 1.731 0.082 0.016
In -0.780 1.537 0.003
O 1.275 1.160 0.029


Record 10
12
Properties=species:S:1:pos:R:3 method="wB97M-V/def2-TZVPD" e_tot_ev=-15149.14334 e_lumo_ev="-4.2 / -4.2" relative_energy_kj_mol=4.3 total_charge=+1 e_homo_ev="-11.44 / -11.44"
O -2.015 0.425 -0.371
Li -2.883 -0.190 1.121
C -0.755 0.344 -0.310
O -0.149 -0.418 -1.273
C 1.138 0.183 -1.695
H 0.917 0.870 -2.527
H 1.733 -0.647 -2.106
Mg 1.567 0.916 0.268
C -0.348 -0.039 1.657
O 0.945 -0.289 1.766
Li 0.469 -2.056 1.282
H -0.619 0.901 2.187


Repeat the first record exactly.
14
Properties=species:S:1:pos:R:3 method="wB97M-V/def2-TZVPD" e_tot_ev=-45256.10997 e_lumo_ev=-8.4 total_charge=+2 e_homo_ev=-15.74
C -1.639 -0.928 -0.909
C -0.313 -0.285 -0.704
I 1.382 -1.392 -1.328
C -0.031 0.899 -0.093
I -1.532 2.193 0.532
O 1.195 1.315 0.049
S 2.017 1.630 1.690
O 3.220 0.891 1.498
O 0.982 0.860 2.562
I 1.176 -1.072 3.109
H -1.742 -1.862 -0.349
H -1.833 -1.207 -1.960
H -2.460 -0.260 -0.639
Sr -0.422 -0.783 -3.458